[1]
A molecular structure, C33H20Br2Cl5N2O2S3Y. Source: the OMol25 dataset; level of theory: ωB97M-V/def2-TZVPD.

Last column: natural (NBO) charge in e.
Cartesian coordinates (Å):
Y -1.332 -0.712 -1.741  1.549
O -3.550 2.525 0.197  -0.680
C -3.711 2.192 1.485  0.338
C -4.694 2.841 2.232  -0.282
C -4.896 2.511 3.563  -0.202
C -4.134 1.522 4.172  -0.283
C -3.157 0.877 3.423  -0.202
C -2.924 1.207 2.097  -0.087
C -1.805 0.547 1.317  0.269
O -2.032 0.501 -0.011  -0.942
N -0.569 1.354 1.595  -0.417
N 0.345 1.453 0.669  -0.118
C 1.372 2.202 0.828  -0.144
C 2.386 2.293 -0.210  -0.038
Br 1.919 1.522 -1.875  0.164
C 3.577 2.896 -0.102  -0.299
C 4.148 3.465 1.132  -0.048
C 4.053 2.824 2.370  -0.218
C 4.622 3.379 3.507  -0.201
C 5.313 4.581 3.433  -0.242
C 5.438 5.217 2.206  -0.232
C 4.866 4.663 1.071  -0.158
H -2.978 1.824 -0.212  0.528
H -5.297 3.591 1.738  0.214
H -5.670 3.021 4.125  0.196
H -4.306 1.248 5.205  0.197
H -2.561 0.088 3.871  0.201
H -1.633 -0.452 1.756  0.143
H -0.527 1.933 2.426  0.351
H 1.508 2.811 1.724  0.165
H 4.181 2.995 -0.996  0.219
H 3.544 1.871 2.431  0.225
H 4.534 2.861 4.454  0.204
H 5.757 5.012 4.322  0.201
H 5.981 6.151 2.132  0.201
H 4.963 5.165 0.116  0.202
S -3.119 0.757 -6.066  -0.256
C -2.602 0.247 -4.564  -0.477
S -1.790 1.344 -3.460  -0.359
S -2.797 -1.378 -4.002  -0.304
Br 0.912 -1.628 0.411  0.137
C 2.036 -2.593 -0.785  -0.015
C 3.006 -3.377 -0.236  -0.269
C 3.897 -4.061 -1.091  -0.238
C 3.788 -3.913 -2.442  -0.186
C 2.781 -3.094 -3.013  -0.059
C 2.687 -2.924 -4.414  -0.238
C 1.713 -2.123 -4.935  -0.189
C 0.771 -1.492 -4.089  -0.248
C 0.780 -1.618 -2.711  -0.446
C 1.840 -2.418 -2.183  -0.132
H 3.094 -3.467 0.838  0.212
H 4.667 -4.692 -0.663  0.197
H 4.478 -4.423 -3.108  0.193
H 3.400 -3.436 -5.053  0.188
H 1.641 -1.982 -6.008  0.198
H 0.007 -0.888 -4.568  0.232
Cl -4.763 -0.661 -1.060  0.061
C -4.195 -2.249 -0.614  0.049
C -2.856 -2.563 -0.834  -0.513
C -2.516 -3.873 -0.539  0.041
Cl -0.872 -4.391 -0.870  0.004
C -3.396 -4.815 -0.008  -0.140
Cl -2.885 -6.429 0.367  0.000
C -4.714 -4.438 0.231  -0.094
Cl -5.834 -5.569 0.914  0.003
C -5.123 -3.145 -0.086  -0.137
Cl -6.770 -2.682 0.192  0.008

Output
Orbital gap: 5.54 eV
Charge: -2
E_LUMO: 3.69 eV
Multiplicity: 1
E_tot: -277871.23658 eV

***

[2]
A molecular structure, C33H20N10RuS. Source: the OMol25 dataset; level of theory: ωB97M-V/def2-TZVPD.

Last column: natural (NBO) charge in e.
Cartesian coordinates (Å):
Ru 0.117 -0.158 -0.065  0.521
C -3.210 5.518 -0.490  -0.211
C -3.268 5.416 0.907  -0.209
C -2.730 4.328 1.570  -0.170
C -2.137 3.335 0.799  -0.105
C -1.443 2.104 1.159  0.383
N -1.010 1.506 0.010  -0.516
C -1.355 2.265 -1.070  0.363
N -1.122 2.014 -2.346  -0.445
C -0.376 1.018 -2.787  0.390
C -0.096 0.760 -4.197  -0.099
C -0.550 1.364 -5.361  -0.169
C -0.079 0.869 -6.565  -0.208
C 0.828 -0.197 -6.606  -0.210
C 1.283 -0.798 -5.445  -0.186
C 0.803 -0.309 -4.238  -0.016
C 1.067 -0.687 -2.853  0.374
N 1.984 -1.557 -2.479  -0.439
C 2.280 -1.863 -1.226  0.381
N 1.589 -1.524 -0.109  -0.453
C 2.201 -2.018 0.999  0.356
N 1.811 -1.890 2.255  -0.437
C 0.861 -1.078 2.681  0.368
N 0.164 -0.169 1.940  -0.491
C -0.591 0.618 2.749  0.383
N -1.312 1.669 2.397  -0.444
C -0.424 0.155 4.123  -0.098
C -0.980 0.577 5.323  -0.170
C -0.605 -0.094 6.474  -0.209
C 0.310 -1.154 6.432  -0.206
C 0.867 -1.573 5.236  -0.198
C 0.483 -0.908 4.079  -0.015
C 3.375 -2.777 0.570  -0.014
C 4.324 -3.500 1.274  -0.199
C 5.324 -4.126 0.545  -0.206
C 5.375 -4.026 -0.849  -0.209
C 4.426 -3.300 -1.553  -0.168
C 3.425 -2.680 -0.824  -0.098
N 0.309 0.110 -2.044  -0.495
C -2.080 3.436 -0.593  -0.020
C -2.613 4.534 -1.257  -0.188
H -3.636 6.388 -0.972  0.215
H -3.739 6.209 1.474  0.215
H -2.763 4.244 2.648  0.228
H -1.247 2.190 -5.320  0.227
H -0.415 1.311 -7.494  0.215
H 1.178 -0.554 -7.566  0.215
H 1.984 -1.621 -5.468  0.227
H -1.682 1.399 5.347  0.226
H -1.024 0.203 7.427  0.215
H 0.583 -1.651 7.353  0.215
H 1.576 -2.389 5.195  0.229
H 4.280 -3.567 2.353  0.228
H 6.080 -4.704 1.060  0.215
H 6.170 -4.529 -1.385  0.215
H 4.460 -3.214 -2.630  0.227
H -2.558 4.607 -2.335  0.227
N -4.258 -1.497 0.533  -0.668
N -3.561 -0.373 -0.005  -0.671
H -5.191 -1.254 0.849  0.330
H -3.732 -1.836 1.328  0.345
H -3.780 0.483 0.494  0.333
H -3.848 -0.261 -0.968  0.350
S -1.331 -3.112 -0.290  0.176
C -0.773 -1.683 -0.190  0.046

Output
Orbital gap: 5.02 eV
E_LUMO: -1.42 eV
Multiplicity: 1
E_tot: -62866.43260 eV

***

[3]
A molecular structure, C33H22BrF5N3O5STi. Source: the OMol25 dataset; level of theory: ωB97M-V/def2-TZVPD.

Last column: Mulliken spin population.
Cartesian coordinates (Å):
Ti -0.345 -1.377 -0.149  0.014
Br -5.771 -5.852 -2.127  0.000
C -4.171 -4.848 -1.804  -0.070
C -2.959 -5.511 -1.909  0.125
C -1.799 -4.780 -1.721  -0.065
C -1.824 -3.409 -1.432  0.121
O -0.714 -2.771 -1.249  0.024
C -3.100 -2.738 -1.367  -0.023
C -3.138 -1.328 -1.287  0.308
N -2.004 -0.651 -1.282  -0.031
C -1.820 0.571 -1.819  -0.082
C -2.800 1.501 -2.232  0.253
C -2.430 2.620 -2.949  -0.092
C -1.106 2.849 -3.300  0.222
C -0.095 1.953 -2.912  -0.036
C 1.265 2.094 -3.259  0.090
C 2.162 1.127 -2.837  -0.006
C 1.722 0.054 -2.079  0.077
N 0.445 -0.103 -1.698  0.018
C -0.447 0.820 -2.125  -0.054
C -4.268 -3.504 -1.535  0.094
H -2.921 -6.566 -2.138  0.014
H -0.832 -5.257 -1.784  -0.004
H -4.105 -0.825 -1.387  0.031
H -3.839 1.337 -1.988  0.044
H -3.191 3.330 -3.259  -0.006
H -0.838 3.720 -3.884  0.009
H 1.591 2.955 -3.826  0.002
H 3.211 1.196 -3.094  0.002
H 2.424 -0.700 -1.750  0.026
H -5.235 -3.026 -1.465  0.004
O -0.081 -2.781 1.293  0.001
N -1.088 -2.239 1.869  -0.009
O -1.549 -2.761 2.877  -0.010
O -1.869 -1.687 1.026  0.012
C 2.184 1.789 2.044  0.001
C 1.114 2.555 1.265  -0.007
C 1.787 3.134 0.013  -0.011
C 0.003 1.623 0.764  0.009
C 0.476 3.635 2.104  0.003
C 0.276 4.933 1.634  0.002
C -0.313 5.901 2.428  0.000
C -0.723 5.603 3.715  0.000
C -0.548 4.311 4.187  0.001
C 0.029 3.339 3.394  -0.002
H 2.635 1.044 1.393  0.002
H 1.770 1.253 2.891  0.000
H 2.959 2.471 2.398  0.000
H 2.286 2.333 -0.525  0.002
H 2.529 3.888 0.278  -0.001
H 1.060 3.566 -0.671  0.005
H -0.475 2.036 -0.117  0.015
H 0.577 5.215 0.635  -0.001
H -0.452 6.902 2.036  0.000
H -1.171 6.369 4.338  0.000
H -0.874 4.064 5.188  0.000
H 0.126 2.330 3.764  0.000
F 4.396 -5.813 1.559  0.000
C 3.739 -4.662 1.260  0.000
C 3.057 -4.523 0.057  0.000
F 3.065 -5.530 -0.844  0.000
C 2.399 -3.344 -0.213  0.001
F 1.759 -3.186 -1.402  0.000
C 2.326 -2.243 0.686  0.000
O 1.674 -1.196 0.392  -0.019
C 3.076 -2.426 1.883  0.000
F 3.129 -1.433 2.793  0.001
C 3.746 -3.601 2.160  0.000
F 4.435 -3.741 3.317  0.000
S -0.166 -0.421 2.614  0.013
C -0.376 0.409 1.159  -0.019

Output
Expectation value of S²: 0.82
Orbital gap (spin up / spin down): 4.33 / 4.93 eV
Charge: -2
E_LUMO (spin up / spin down): 3.94 / 3.94 eV
Multiplicity: 2
E_tot: -166863.80586 eV

***

no.,maximum force (Eh/bohr)
1,0.010
2,0.029
3,0.075